# 1
12
Properties=species:S:1:pos:R:3:forces:R:3 method="wB97M-V/def2-TZVPD" total_charge=0 spin_multiplicity=1 e_above_lowest_kj_mol=69.38 energy_ev=-7328.565
C -0.76749 0.87773 0.38932 -0.01 0.43 -0.59
H 2.09963 0.40939 1.15668 -0.05 0.02 -0.04
H 1.25398 -1.01469 1.75731 -0.09 0.20 -0.25
C 1.50962 -0.45477 0.84602 0.08 0.13 -0.07
O -1.42257 -0.26859 -1.39682 -0.16 -0.28 -0.09
C -1.76725 0.66663 -0.49058 0.07 0.16 -0.15
H -2.73023 1.14709 -0.57390 0.12 -0.08 -0.31
C 0.27917 -0.06766 0.07021 -0.06 -0.06 -0.26
H 2.15869 -1.10512 0.25073 -0.12 0.13 0.02
C -0.16897 -0.67711 -1.05564 0.06 -0.35 0.18
H 0.28047 -1.39075 -1.72760 -0.08 -0.14 0.19
H -0.72505 1.87783 0.77426 0.23 -0.15 1.38

---

# 2
15
Properties=species:S:1:pos:R:3:forces:R:3 method="wB97M-V/def2-TZVPD" total_charge=0 spin_multiplicity=1 e_above_lowest_kj_mol=181.61 energy_ev=-9304.511
H 1.51526 0.17739 1.77784 0.17 -0.02 -0.27
C 0.99321 -0.50783 -1.26682 0.04 0.08 -0.28
N 0.58515 -1.43177 -0.22112 0.01 -0.17 0.13
H 2.05585 -0.27947 -1.35699 -0.23 0.06 0.08
C 1.07104 0.81159 1.00387 -0.13 0.02 0.24
H 0.50212 -0.65197 -2.22857 -0.13 0.24 0.26
H 0.31351 1.42955 1.50808 0.62 -0.12 -0.14
H 1.40843 -1.69066 0.31919 -0.30 0.01 0.12
N -2.21155 0.02431 -0.76265 0.10 -0.16 -0.12
C 0.31183 -0.00391 -0.03346 -0.69 0.34 -0.10
H -3.04620 0.52060 -0.47132 0.04 -0.37 -0.36
O -1.46024 1.37985 0.75984 0.05 -0.12 -0.10
H -2.29740 -0.77136 -1.36792 0.44 -0.12 0.12
H 1.81795 1.47362 0.55942 0.01 -0.21 0.06
C -1.17310 0.46385 -0.00421 -0.01 0.55 0.37

---

# 3
100
Properties=species:S:1:pos:R:3:forces:R:3 method="wB97M-V/def2-TZVPD" total_charge=-2 s2=3.77 spin_multiplicity=4 energy_ev=-379028.460
H -3.91851 1.42973 1.90658 -0.07 -0.04 -0.12
H -1.48347 -2.93559 1.76142 0.34 -0.10 0.26
H -2.84752 -1.47822 6.46337 0.11 -0.40 -0.09
C 1.65899 1.11568 -4.94218 -0.54 0.07 0.53
H 5.11786 -2.70246 4.82632 -0.09 -0.19 -0.43
H 1.25414 1.92396 -4.33317 0.15 -0.15 0.33
Cl -5.47823 1.75545 0.11871 0.25 0.04 0.14
Ni -0.82232 1.43306 1.63769 1.17 -0.58 -1.66
Cl 0.32028 -4.42776 3.55381 0.27 0.10 -0.07
H 0.04015 4.26958 -2.39988 0.50 -0.30 -0.42
Cl -4.63798 -1.48045 -0.20683 0.73 -0.02 0.06
Cl 5.10759 1.28097 2.90340 0.22 -0.35 0.28
H 5.40140 -3.38212 -2.45617 0.03 0.00 0.26
H -1.46701 -3.84446 0.31293 0.18 -0.48 -0.03
H -3.42346 -4.36187 -2.71983 0.02 -0.41 -0.13
C -2.48608 -1.87647 4.35682 -0.98 -0.92 -0.09
H 5.08964 -3.46645 0.03589 0.20 -0.08 -0.03
Cl 0.52789 -2.59585 0.50697 -1.07 -1.51 1.20
H 3.26323 -3.36476 2.97545 -0.19 0.01 0.82
H -3.72720 -0.08347 -2.36725 0.38 -0.03 -0.38
C -4.48017 0.76614 1.24909 0.51 -0.71 -0.15
H -2.04138 -2.50188 -3.78990 -0.33 0.01 0.13
H -2.56926 5.74865 -1.11828 0.35 -0.18 0.17
Cl -4.77489 5.80685 -0.63939 -0.51 -0.24 0.03
H 2.74344 2.47519 0.30748 -0.01 -0.23 0.02
H 1.20609 1.22790 -5.92726 0.48 -0.02 -0.21
H 2.25460 3.23644 -2.54865 0.12 -0.28 0.71
H -1.91133 -4.94794 -1.92800 -0.12 0.17 -0.04
C 4.49397 -3.74960 -1.97697 -1.09 0.43 -0.66
H 3.54822 1.97095 -5.41282 0.00 0.24 0.25
Cl 2.24063 -1.19702 2.80774 0.51 -0.62 1.14
H -5.20718 0.16572 1.79595 0.18 0.24 0.23
H 4.80371 3.22291 1.71482 -1.30 0.22 0.17
O -1.89295 0.62953 3.17457 -1.96 -1.10 -0.18
H -2.73064 -0.62235 1.07652 -0.47 -0.20 0.31
Cl -0.53028 -1.98943 6.24198 0.33 -0.41 0.35
C -3.54035 -0.19031 0.48846 -0.88 0.80 -0.24
Cl 3.19525 0.12866 0.00201 1.40 1.51 0.93
H 4.67666 -1.00693 4.53335 0.28 -0.18 -0.55
C -4.04416 0.66504 -3.09345 0.71 0.40 0.06
H -1.23190 -5.55285 2.30667 -0.20 0.23 -0.58
H 4.25504 -2.09188 2.37899 0.49 -0.17 0.10
Cl 0.67201 6.40335 -1.82912 -0.24 0.40 0.52
O -1.20133 2.95477 2.90135 -0.03 0.74 -0.65
Cl -3.08259 -3.64286 4.53465 0.12 0.53 0.06
C 3.59845 -2.35413 3.20858 0.51 1.18 -1.45
C -3.16937 5.02693 -0.56413 0.48 0.66 -0.82
C 3.17501 1.72451 0.96955 0.76 -0.03 0.24
Cl -2.20099 6.46660 1.53910 -0.39 0.21 0.08
H -1.77607 -1.97649 3.53585 0.39 0.50 0.73
H 4.05553 -4.52058 -2.61057 -0.06 0.11 -0.01
Cl 3.13754 -2.00570 5.76338 -1.54 -0.35 2.31
Cl 3.30350 -2.33064 -2.01628 0.98 -1.09 -0.09
H -2.14866 1.81895 -3.14874 -0.28 -0.21 0.18
H -4.63196 1.37862 -2.51605 -0.18 0.03 -0.42
Cl -1.78787 -5.21578 -4.25273 -0.27 -0.25 -0.05
H 2.53089 1.51032 1.82238 -0.08 0.11 -0.16
Cl -0.09404 -2.94972 -2.67500 0.40 -0.11 0.02
Cl 1.03205 -0.40984 -4.29966 -0.29 -0.24 -0.27
H -2.32055 0.61497 -4.41213 -0.14 0.28 -0.27
C -2.66873 4.88053 0.82590 0.98 -0.35 0.90
H 2.39616 4.67871 -3.37519 0.06 0.83 0.33
H -3.36418 -1.36556 3.96186 0.17 0.13 0.22
O 0.29428 1.35956 3.38617 2.93 -0.07 -0.81
C 0.87476 4.62898 -1.79793 0.16 0.10 -0.13
Ag 1.03000 -0.63252 -1.34358 3.25 -4.46 -1.58
H 0.68790 4.15422 -0.83471 0.27 0.52 0.28
P -1.11237 1.72830 3.85701 -0.80 2.45 5.75
O 0.16494 0.46853 0.22118 0.86 -0.33 8.35
Cl 3.68665 4.70771 -1.33297 -0.87 0.00 -0.42
C 4.30888 -2.03301 4.53395 -0.01 0.41 -1.44
C 4.72441 -4.27702 -0.59474 0.00 1.00 0.57
O 0.72927 1.41279 -1.71011 0.28 5.68 -3.05
C -0.85649 -3.61745 1.18691 0.13 -0.03 0.03
Cl -5.07613 -0.17513 -4.30411 -0.05 0.05 0.24
C 2.23712 4.31016 -2.36179 -0.08 -1.48 -0.76
O -1.07119 -0.12590 -1.51123 -5.02 1.57 -1.84
H 5.35268 2.06160 0.69994 -0.15 -0.70 -0.17
H -1.90723 -0.25235 5.66894 -0.09 0.07 -0.35
P -0.52387 1.19092 -0.89587 0.40 -1.87 -0.65
Cl -3.52500 2.70601 -4.83308 0.33 -0.36 -0.03
H -3.13943 4.10471 -1.14441 -0.39 -0.17 0.40
C 4.59046 2.18246 1.46969 -0.05 -0.41 -1.19
H -1.72244 4.34372 0.89268 -0.26 -0.21 -0.54
O -1.21074 2.14878 5.31806 -0.62 -1.58 -1.94
H -3.32478 4.35553 1.52022 -0.24 0.30 -0.17
C 3.15916 1.06298 -4.95202 0.34 0.58 -0.70
C -2.33485 -4.39301 -2.76514 -0.05 1.37 0.10
H 0.33710 -5.40256 1.40496 -0.14 -0.21 0.15
H 3.47425 0.27711 -5.63848 0.21 -0.40 0.56
O -1.25994 2.28018 -0.05999 -1.30 0.60 -2.29
Cl 3.19875 -4.75693 0.20959 0.38 -0.41 -0.25
C -0.42245 -4.89186 1.99689 0.27 1.45 -0.64
C -2.07415 -1.32871 5.70995 -0.04 0.55 -0.70
H 5.46845 -5.07338 -0.61264 -0.29 -0.21 0.07
C -1.85936 -2.92136 -2.80045 0.08 -0.87 -0.53
H -3.03928 0.30984 -0.34033 -0.19 -0.17 -0.08
C -2.86766 1.34754 -3.81875 -0.58 -0.21 0.56
Cl 3.90711 0.92362 -3.31759 -0.35 -0.03 -0.80
H -2.30600 -2.27299 -2.04663 0.26 -0.14 0.20

---

# 4
11
Properties=species:S:1:pos:R:3:forces:R:3 method="wB97M-V/def2-TZVPD" total_charge=-1 spin_multiplicity=1 e_above_lowest_kj_mol=149.35 energy_ev=-23641.838
C 0.51282 -0.56183 -0.40505 -0.40 3.00 2.26
O 2.98319 0.64334 -1.31811 -0.28 0.19 1.92
H 0.06575 -0.95003 -1.23194 -0.34 -0.99 -2.99
O 0.77099 1.55200 -2.13693 0.37 -0.18 2.92
I -3.03739 -0.20558 3.87793 0.08 -0.01 -0.09
P 1.54929 0.87386 -1.02561 -0.53 -1.34 -5.39
C -0.68328 -0.11188 0.41510 -2.83 0.72 -2.30
H 0.99020 -1.28457 0.16160 1.69 -1.24 0.71
H -0.46520 0.02030 1.43010 -0.05 -0.06 1.54
H -1.56614 -0.83964 0.21494 1.62 0.99 0.90
H -1.12023 0.86404 0.01798 0.67 -1.09 0.51

---

# 5
11
Properties=species:S:1:pos:R:3:forces:R:3 method="wB97M-V/def2-TZVPD" total_charge=0 spin_multiplicity=1 e_above_lowest_kj_mol=14.36 energy_ev=-40152.692
C -0.05967 -0.62600 0.81159 -1.65 -1.14 -1.19
O -2.60710 -2.72589 -0.97673 0.32 -0.35 -0.36
P -1.83180 -0.94462 1.45474 1.22 0.46 -0.23
I -2.93714 0.55339 -0.15618 -0.05 -0.12 0.12
H -2.17041 -2.44828 -1.79888 -0.48 0.05 0.27
P -1.48518 -2.81429 0.24436 -0.34 0.11 -0.40
H 1.13625 0.14487 2.34557 0.43 0.04 0.20
C 0.84794 0.40254 1.33409 -2.08 0.24 1.52
P 0.21889 -1.66172 -0.54790 0.13 0.77 1.59
H 1.60295 0.48271 0.67211 3.29 -0.03 -1.77
H 0.47184 1.42364 1.34384 -0.80 -0.03 0.25

---

# 6
73
Properties=species:S:1:pos:R:3:forces:R:3 method="wB97M-V/def2-TZVPD" total_charge=+2 s2=0.76 spin_multiplicity=2 e_above_lowest_kj_mol=282.18 energy_ev=-82918.477
H 1.25072 1.14469 -0.92470 0.37 0.26 -0.04
C 2.22812 -0.91051 3.59250 0.08 -0.04 0.18
C 2.95092 -0.10381 2.55570 -0.30 -0.04 -0.17
C -2.04028 1.29769 4.19490 0.11 0.03 -0.09
C 6.42122 1.22459 1.88630 0.17 0.01 0.04
H -3.50698 0.61649 5.59450 -0.06 0.03 0.10
H 0.08372 3.97099 -2.21270 -0.17 -0.06 -0.17
C 0.82512 -2.05841 -1.30710 -0.36 -0.01 0.02
C 2.91452 1.09059 0.43310 -0.33 -0.19 -0.02
C 4.26302 1.38059 0.61410 -0.09 -0.11 0.18
H 4.76512 1.96529 -0.14240 0.08 0.07 -0.09
O -1.08278 -3.49861 -1.62190 -0.57 0.47 -0.18
H -1.01618 -2.89081 -3.95750 0.19 0.19 0.00
C -0.61898 -2.23781 -1.93330 1.97 -1.21 -1.31
H 4.82262 -0.13471 3.56670 0.02 -0.05 0.15
C 4.28612 0.21099 2.69590 -0.04 0.03 -0.18
C -3.22688 0.66869 4.55420 0.02 -0.03 -0.06
C -2.49278 0.77389 1.89040 -0.36 0.18 0.28
H -5.17738 2.29679 -4.11170 0.32 -0.07 0.21
C -4.05308 0.11219 3.58930 -0.01 -0.06 -0.01
H 2.89192 -1.17951 4.41180 -0.06 -0.08 -0.02
H -1.21728 4.27069 -3.40120 0.08 -0.15 0.07
H 1.25052 -1.10001 -1.61570 0.04 -0.13 0.00
H -0.51828 -2.89001 2.59520 -0.09 -0.32 -0.03
H 2.55602 -3.15421 -2.22870 0.20 -0.05 -0.12
O -1.73498 3.25599 -1.63440 -0.14 0.00 -0.18
H -3.65348 3.44929 -1.02970 0.01 0.03 -0.23
C -0.42828 2.24339 -3.38220 -0.31 2.33 -2.14
C -0.09848 -3.29241 0.52980 0.18 0.40 0.14
H -0.12188 -4.58531 2.21130 0.01 0.05 0.05
O -2.83708 0.88349 -0.48660 -1.11 0.10 -0.75
C -3.69678 0.17189 2.25220 0.19 0.05 -0.11
C -2.06108 0.79299 0.49580 0.05 0.46 1.79
H 0.35332 -1.74451 -3.84530 -0.16 -0.08 0.04
C -0.65478 -1.97031 -3.48650 0.03 -0.82 0.38
H -0.76258 1.88569 2.56510 -0.19 -0.04 0.14
C -0.63678 -3.69051 1.85330 0.00 0.16 0.13
H -3.20828 4.53069 -2.37060 -0.02 -0.16 0.09
H -1.24668 -0.30051 -4.55340 -0.14 -0.04 0.13
C 1.63372 -3.26091 -1.68830 0.07 -0.18 -0.04
O -0.34918 1.28099 -2.50490 4.03 1.00 -1.24
H -4.97428 -0.36941 3.87900 -0.07 -0.03 0.02
H 6.60402 1.74209 2.82590 0.06 0.08 0.04
H -1.69278 -3.94941 1.76250 -0.05 0.02 0.06
C 4.97082 0.94249 1.72310 -0.39 -0.04 -0.04
O -4.78248 2.90849 -3.46350 -0.45 0.31 -0.09
C -0.81778 3.55109 -2.67960 0.25 -0.03 -0.06
C 1.08622 -4.40851 -1.31090 0.02 0.15 -0.10
H 1.84102 -1.83731 3.14660 0.06 -0.05 0.28
C -3.64598 2.51409 -2.95500 0.17 0.12 0.11
C -0.25608 -4.21311 -0.66110 0.30 -0.11 0.05
Te 0.26682 -0.43081 1.41410 1.47 -0.92 -0.15
H 6.97412 0.28779 1.92370 0.11 -0.05 -0.01
H 2.83702 1.51049 -1.65780 -0.06 -0.03 -0.07
C 0.48532 -2.13901 0.16560 -0.33 0.33 0.46
H -2.49648 -1.12461 -3.82100 0.24 0.14 -0.21
H 1.39452 -0.33551 4.01220 0.07 -0.17 0.11
H -0.79518 -5.13221 -0.44560 0.05 0.07 0.05
H -1.42738 1.77059 4.94750 0.05 0.00 0.06
C 2.21552 1.63259 -0.77100 -0.10 -0.09 -0.06
H 1.48352 -5.39221 -1.48340 0.13 -0.14 -0.06
N -0.78028 0.69879 0.15620 0.96 0.05 0.39
C -1.65768 1.33809 2.86690 -0.33 0.38 -0.07
N -1.52258 -0.83551 -3.73160 -0.43 0.54 0.19
H 6.80662 1.82369 1.06790 0.07 0.06 -0.03
H -4.31628 -0.27061 1.48560 -0.12 0.02 -0.02
H 2.05032 2.70339 -0.63710 -0.13 0.02 -0.06
O -0.23618 2.08949 -4.55440 0.07 0.01 0.58
C 2.26562 0.32169 1.40060 0.15 0.13 0.04
O -3.08448 1.47669 -3.24580 0.34 -0.42 0.22
V -1.39238 0.34129 -1.67980 -4.72 1.08 -0.01
O -1.37668 -1.25031 -1.36110 -0.99 -3.48 1.35
C -3.08168 3.51989 -1.96210 -0.12 0.14 0.10